Molecular formula: C6H14O
Method: DFT, ωB97M-V/def2-TZVPD

```
21
Properties=species:S:1:pos:R:3:nbo_charge:R:1
O 3.99 0.16 0.38 -0.722
C -2.19 -0.05 -0.39 -0.391
C -0.87 -0.04 0.38 -0.386
C 0.38 -0.23 -0.49 -0.391
C -3.38 0.15 0.54 -0.602
C 2.93 -0.23 -0.48 -0.052
C 1.66 -0.11 0.33 -0.410
H -2.29 -1.01 -0.92 0.194
H 2.88 0.42 -1.37 0.151
H -3.30 1.11 1.08 0.201
H 0.38 0.53 -1.29 0.194
H 4.83 0.00 -0.07 0.468
H -2.17 0.73 -1.15 0.193
H 1.68 0.87 0.83 0.206
H 0.34 -1.21 -0.99 0.194
H -4.33 0.16 -0.01 0.209
H -0.89 -0.82 1.15 0.194
H 3.06 -1.26 -0.83 0.154
H -0.78 0.92 0.92 0.193
H 1.67 -0.86 1.13 0.202
H -3.44 -0.64 1.29 0.201
```

Values from the calculation:
* HOMO-LUMO gap: 11.33 eV
* SMILES: CCCCCCO
* LUMO: 1.0 eV
* energy relative to the best compared isomer or geometry (same formula, charge and spin): 0.350 eV

=====

Molecular formula: C2H4ClNO2
Method: DFT, ωB97M-V/def2-TZVPD

```
10
Properties=species:S:1:pos:R:3:nbo_charge:R:1
Cl -2.19 1.44 -1.08 0.004
O -1.79 0.24 1.06 -0.222
O 0.43 1.22 -0.72 -0.530
N -2.65 0.90 0.58 0.227
C 1.17 0.49 -0.12 0.444
C 0.82 -0.99 0.05 -0.736
H -0.23 -1.17 0.47 0.252
H 1.55 -1.58 0.46 0.213
H 0.73 -1.38 -1.01 0.240
H 2.16 0.84 0.30 0.109
```

Values from the calculation:
* HOMO-LUMO gap: 8.84 eV
* SMILES: O=NCl.CC=O
* LUMO: -0.9 eV
* energy relative to the best compared isomer or geometry (same formula, charge and spin): 3.523 eV

=====

Molecular formula: C48H52N2OS4Se2TeW
Method: DFT, ωB97M-V/def2-TZVPD

```
111
Properties=species:S:1:pos:R:3:lowdin_charge:R:1
W -0.99 0.74 -1.50 1.124
Te 0.18 -0.39 1.80 1.685
Se 1.08 -2.05 -2.21 0.936
Se 0.23 -0.36 -4.72 0.876
S -1.91 -1.27 -2.69 0.838
S -3.71 2.37 -1.16 0.966
S -0.64 2.78 -0.23 0.785
S -1.79 1.79 -3.57 0.633
O 0.78 1.03 -2.33 -0.359
N 0.65 -0.02 -0.42 -0.315
N -2.41 0.02 -0.15 -0.143
C -2.79 6.00 -2.61 -0.065
C 3.38 -0.15 2.81 -0.035
C 0.61 -0.46 6.80 -0.263
C -3.19 0.20 2.14 -0.042
C 3.13 -1.38 2.00 -0.274
C 5.20 -4.26 0.61 -0.038
C 0.34 -0.40 4.01 -0.341
C 4.06 3.35 -1.31 -0.057
C 1.66 -2.96 0.92 -0.363
C 0.21 -2.33 -5.03 -0.514
C 0.20 2.13 4.09 -0.067
C 0.79 -0.50 8.29 -0.043
C -3.22 0.82 -3.88 -0.667
C 4.21 -2.20 1.68 0.000
C -3.35 -0.50 -3.44 -0.482
C 2.92 -1.48 -2.51 -0.321
C 1.85 -1.74 1.58 -0.330
C -4.28 1.38 -4.60 -0.104
C 0.31 -2.93 3.97 -0.061
C -0.55 0.10 -6.45 -0.374
C 3.17 2.35 -1.65 -0.003
C 1.25 0.90 -1.11 -0.729
C 3.23 3.35 0.94 -0.059
C -2.61 -1.35 0.00 -0.330
C -5.44 0.66 -4.83 -0.061
C -3.47 4.86 -2.23 -0.102
C 2.76 -3.74 0.61 -0.023
C 0.88 -3.09 -3.90 -0.477
C -2.82 3.87 -1.51 -0.578
C 4.09 3.86 -0.02 -0.058
C 2.34 2.35 0.61 -0.115
C 0.31 -3.53 0.63 -0.122
C 0.43 -1.62 4.68 -0.300
C -5.55 -0.65 -4.37 -0.068
C -3.45 2.15 0.64 -0.395
C -3.09 -1.17 2.34 -0.027
C 0.47 0.74 6.13 -0.013
C -4.49 -1.23 -3.71 -0.092
C 4.05 -3.37 0.96 -0.260
C -1.45 6.15 -2.28 -0.064
C -0.80 5.17 -1.55 -0.090
C -2.91 -1.95 1.20 -0.054
C 0.56 -1.63 6.06 -0.009
C -2.94 0.76 0.91 -0.348
C -1.47 4.01 -1.18 -0.612
C -2.61 -2.18 -1.26 -0.303
C 0.34 0.79 4.75 -0.318
C 2.30 1.85 -0.69 -0.186
H 0.71 -2.52 -5.98 0.068
H 3.13 1.97 -2.66 0.123
H 3.11 0.75 2.26 0.048
H 0.30 -3.98 -3.64 0.061
H 3.25 3.74 1.95 0.111
H -4.51 4.72 -2.49 0.107
H 0.31 -4.06 -0.32 0.055
H -3.55 0.84 2.94 0.135
H 4.72 3.75 -2.06 0.110
H 1.62 1.99 1.34 0.031
H -0.54 2.73 4.63 0.086
H 1.73 -0.02 8.56 0.087
H -3.28 -1.62 3.31 0.128
H 6.15 -3.82 0.91 0.078
H 5.19 -1.91 2.01 0.118
H -0.41 -2.84 3.15 0.039
H 2.94 -0.82 -3.38 0.017
H -3.05 -3.02 1.24 0.136
H -3.63 -2.49 -1.50 0.096
H -0.01 0.04 8.78 0.084
H 0.05 -4.26 1.41 0.092
H 1.14 2.67 4.11 0.088
H 3.54 -2.36 -2.67 0.033
H 4.76 4.67 0.22 0.110
H 5.22 -4.43 -0.47 0.082
H 2.79 -0.18 3.73 0.073
H 0.63 -2.59 6.56 0.118
H -4.18 2.40 -4.95 0.110
H 4.43 -0.08 3.08 0.088
H 1.27 -3.24 3.55 0.088
H 0.05 -0.32 -7.25 0.024
H -0.45 -2.74 0.61 0.001
H 1.89 -3.41 -4.16 0.064
H -2.80 2.95 0.99 0.059
H -6.25 1.11 -5.37 0.111
H 0.24 5.27 -1.28 0.109
H -4.43 2.27 1.12 0.094
H -0.03 -3.70 4.65 0.088
H -0.14 2.03 3.05 0.009
H 0.80 -1.52 8.65 0.077
H -6.45 -1.21 -4.55 0.109
H -4.57 -2.26 -3.39 0.105
H -3.30 6.78 -3.16 0.109
H 0.46 1.67 6.69 0.125
H 3.24 -0.96 -1.61 0.026
H -0.84 -2.59 -5.13 0.051
H 5.10 -5.22 1.09 0.088
H -0.90 7.02 -2.59 0.110
H -1.58 -0.26 -6.51 0.024
H -0.53 1.19 -6.50 0.015
H -1.99 -3.07 -1.15 0.085
H 2.60 -4.68 0.09 0.128
```

Values from the calculation:
* HOMO-LUMO gap (alpha / beta): 5.59 / 4.79 eV
* charge: +1
* <S²>: 1.21
* multiplicity: 2
* LUMO (alpha / beta): -3.8 / -4.3 eV

=====

Molecular formula: C4H9NOSi
Method: DFT, ωB97M-V/def2-TZVPD

```
16
Properties=species:S:1:pos:R:3:nbo_charge:R:1
Si -2.04 -0.73 -0.05 0.873
O 2.80 -0.25 -0.44 -0.281
N 2.06 -0.68 0.41 0.153
C 0.43 1.11 -0.36 -0.211
C 0.84 -1.38 -0.03 -0.331
C 0.48 2.27 0.25 -0.387
C -0.13 -0.14 0.27 -0.603
H 0.75 -2.27 0.57 0.224
H -2.39 -1.90 0.72 -0.160
H 0.68 0.96 -1.47 0.212
H -1.84 -1.01 -1.55 -0.165
H -0.23 -0.08 1.38 0.228
H 0.32 2.18 1.27 0.181
H 0.64 -1.69 -1.13 0.201
H -3.08 0.24 0.21 -0.155
H 0.71 3.37 -0.06 0.221
```

Values from the calculation:
* HOMO-LUMO gap (alpha / beta): 9.12 / 9.12 eV
* SMILES: C=C[C@@H]([SiH3])CN=O
* LUMO (alpha / beta): 0.2 / 0.2 eV
* energy relative to the best compared isomer or geometry (same formula, charge and spin): 6.418 eV

=====

Molecular formula: C4H6B4F16LiO3
Method: DFT, ωB97M-V/def2-TZVPD

```
34
Properties=species:S:1:pos:R:3:nbo_charge:R:1
F -1.15 1.35 -3.36 -0.579
F -0.29 -2.77 -5.06 -0.596
F 2.74 1.29 -0.57 -0.571
F -1.30 2.95 -1.77 -0.596
F -0.29 -1.36 -3.19 -0.585
F 3.48 -0.45 0.69 -0.595
F -1.11 -3.26 1.81 -0.582
F -0.42 0.93 -1.10 -0.595
F 0.15 -3.24 -0.08 -0.560
F 0.50 -3.52 -3.05 -0.578
F 1.93 -0.86 -1.01 -0.592
F 0.06 -1.36 0.98 -0.567
F -1.84 -2.08 -0.05 -0.564
F 1.67 -1.90 -4.25 -0.572
F 4.10 -0.33 -1.51 -0.583
F 0.77 2.31 -2.54 -0.571
O -1.69 2.29 1.98 -0.489
O -3.66 2.66 2.99 -0.649
O -2.34 0.93 3.59 -0.512
C -1.13 0.36 3.11 -0.099
C -0.77 1.14 1.86 0.060
C -2.66 2.01 2.86 0.980
C 0.64 1.65 1.76 -0.643
B 3.05 -0.07 -0.61 1.361
B -0.72 -2.47 0.69 1.306
B 0.41 -2.39 -3.88 1.351
B -0.51 1.85 -2.19 1.361
Li -0.02 -1.17 -1.16 0.923
H -0.31 0.42 3.84 0.161
H 0.99 2.27 2.60 0.177
H 0.78 2.12 0.80 0.276
H -1.11 0.59 0.99 0.246
H -1.27 -0.70 2.91 0.222
H 1.35 0.82 1.89 0.253
```

Values from the calculation:
* HOMO-LUMO gap: 9.73 eV
* charge: -3
* LUMO: 6.7 eV
* energy relative to the best compared isomer or geometry (same formula, charge and spin): 0.000 eV

=====

Molecular formula: C3H7NO2
Method: DFT, ωB97M-V/def2-TZVPD

```
13
Properties=species:S:1:pos:R:3:nbo_charge:R:1
O -0.99 -2.39 0.35 -0.601
O 1.29 1.46 -0.16 -0.763
N -0.78 -0.95 -1.39 -0.842
C 0.10 -0.29 0.79 -0.593
C -0.03 1.18 0.47 -0.079
C -0.61 -1.31 -0.07 0.680
H 0.01 -0.58 1.85 0.241
H -1.04 -1.72 -1.98 0.398
H 1.18 -0.13 0.43 0.295
H -0.10 -0.31 -1.79 0.390
H 1.93 1.82 0.47 0.479
H -0.77 1.41 -0.31 0.202
H -0.19 1.82 1.34 0.193
```

Values from the calculation:
* HOMO-LUMO gap: 10.42 eV
* SMILES: NC(=O)CCO
* LUMO: 0.7 eV
* energy relative to the best compared isomer or geometry (same formula, charge and spin): 1.600 eV

=====

The records above yield total energy values of -312.2422, -743.9055, -8775.4744, -577.1184, -2087.6512, -323.7222 hartree, respectively.
The records above yield molar mass values of 102.177, 109.512, 1270.585, 115.208, 456.246, 89.094 g mol⁻¹, respectively.
The records above yield F_max values of 0.0078, 0.0730, 0.0799, 0.0688, 0.0369, 0.0554 hartree/bohr, respectively.